Entry 1:
# C18H19NO6S

A single C18H19NO6S molecule (ωB97M-V/def2-TZVPD, OMol25).

Structure (XYZ):
```
45
Properties=species:S:1:pos:R:3:forces:R:3:nbo_charge:R:1
S -3.577 -1.080 -0.668 -0.10 -0.20 0.46 2.2910
O 1.074 2.942 0.413 -0.05 -0.06 0.06 -0.5812
O 0.670 -1.495 1.481 0.23 0.25 0.07 -0.5102
O 0.431 1.187 1.670 -0.31 0.00 0.18 -0.4988
O 6.118 0.905 -0.562 -0.02 0.01 -0.01 -0.5430
O -4.709 -1.096 -1.552 0.04 0.37 0.09 -0.9371
O -2.536 -2.046 -0.873 0.09 0.05 0.17 -0.9490
N -4.064 -1.251 0.933 0.55 0.01 -0.78 -0.8536
C 2.444 0.000 1.154 -0.32 0.06 0.09 -0.1388
C -1.695 0.719 0.075 0.23 0.21 0.11 -0.1631
C 0.259 2.114 0.730 0.06 0.30 -0.17 0.7842
C 6.075 -0.890 -2.124 0.21 0.25 0.03 -0.7170
C 2.397 -2.038 -0.140 -0.45 -0.17 0.18 -0.3351
C 4.236 -0.499 -0.399 -0.36 0.01 0.30 -0.2049
C 5.527 -0.066 -0.983 0.19 -0.16 -0.24 0.5780
C -0.029 -2.690 1.197 -0.13 -0.32 -0.11 -0.2663
C 3.590 -1.684 -0.740 0.26 0.36 0.05 -0.1371
C -3.460 1.607 -1.305 -0.13 -0.05 -0.08 -0.1943
C 3.632 0.337 0.545 -0.02 -0.18 -0.07 -0.1145
C -1.659 3.031 -0.600 0.09 -0.09 0.07 -0.1308
C -2.868 0.558 -0.629 -0.36 -0.44 -0.07 -0.2715
C 1.814 -1.215 0.820 0.36 0.05 -0.14 0.4192
C -5.284 -0.535 1.240 -0.45 0.27 -0.07 -0.4326
C 1.762 0.933 2.122 0.45 -0.08 0.04 -0.0933
C -2.853 2.855 -1.279 0.03 -0.02 0.02 -0.2182
C -1.078 1.966 0.085 -0.17 -0.25 -0.12 -0.1580
H -1.157 3.986 -0.596 0.05 0.08 -0.01 0.2373
H -4.113 -2.233 1.161 0.14 -0.22 -0.12 0.3995
H 1.916 -2.959 -0.431 -0.05 -0.09 0.00 0.2246
H 2.316 1.873 2.204 -0.08 -0.17 0.05 0.2167
H 0.613 -3.567 1.318 -0.01 0.04 0.01 0.1772
H 6.983 -0.422 -2.497 0.00 0.01 0.02 0.2390
H -6.109 -0.827 0.582 -0.01 0.07 0.12 0.2038
H -4.375 1.427 -1.849 -0.11 0.05 -0.08 0.2454
H -1.260 -0.121 0.587 0.17 -0.05 0.12 0.2544
H 4.123 1.269 0.785 0.01 0.11 0.03 0.2409
H 4.013 -2.350 -1.475 0.05 -0.05 -0.09 0.2156
H 1.645 0.467 3.103 -0.02 0.12 -0.11 0.2094
H 6.310 -1.894 -1.777 -0.02 -0.13 -0.02 0.2288
H -0.834 -2.731 1.929 0.03 -0.03 -0.07 0.2004
H -3.303 3.684 -1.804 -0.04 0.05 -0.04 0.2250
H -0.466 -2.676 0.194 0.11 0.02 0.08 0.2094
H 5.345 -0.958 -2.926 -0.07 -0.08 -0.08 0.2283
H -5.087 0.527 1.102 -0.15 0.08 0.12 0.2066
H -5.558 -0.714 2.278 0.06 0.04 0.01 0.2140
```
Forces are in eV/Å.

The structure (SMILES) is CNS(=O)(=O)c1cccc(C(=O)OCc2cc(C(C)=O)ccc2OC)c1.

Entry 2:
# C18H20AlCl2N6O2S2

A molecular structure, C18H20AlCl2N6O2S2 (ωB97M-V/def2-TZVPD, OMol25).

Structure (XYZ):
```
51
Properties=species:S:1:pos:R:3:forces:R:3:nbo_charge:R:1
Cl -1.148 -2.052 -3.735 -0.03 0.00 0.10 -0.0144
Cl -3.123 -1.221 -1.731 0.05 0.05 0.02 0.0042
S 2.113 -0.059 -2.288 0.16 -0.12 0.06 -0.3091
S 2.297 -0.713 1.095 -0.10 0.11 -0.04 -0.3371
Al 0.651 -0.099 -0.437 0.35 -0.09 0.10 1.6427
O -0.345 -1.502 -0.687 -0.23 0.09 0.25 -0.9130
O -0.357 -3.714 -0.976 -0.08 0.08 0.13 -0.5861
N 2.423 -2.692 -2.139 0.10 -0.02 0.08 -0.5534
N 0.200 0.404 2.453 0.19 -0.14 -0.29 -0.4151
N 1.771 -0.637 3.690 0.03 -0.03 -0.09 -0.7579
N -0.175 0.725 1.186 0.01 -0.05 0.06 -0.3667
N 4.220 -1.369 -1.402 -0.04 -0.11 0.14 -0.5561
N -0.519 1.310 -1.309 -0.09 -0.12 0.05 -0.5881
C -2.682 2.741 -2.237 -0.10 0.04 0.01 -0.1045
C -1.149 1.542 0.997 -0.12 0.12 -0.11 0.2416
C 1.327 -0.281 2.479 -0.21 0.11 0.15 0.3264
C -3.362 2.020 4.006 0.00 0.03 -0.02 -0.2066
C 2.773 -4.042 -1.674 -0.01 0.12 -0.11 -0.4273
C 5.225 -2.360 -1.001 -0.12 0.13 -0.06 -0.4237
C -1.949 2.179 2.067 0.07 0.03 -0.09 -0.0504
C -3.467 3.406 4.045 -0.01 -0.04 0.03 -0.1791
C -2.810 4.180 3.099 0.03 -0.02 -0.05 -0.2097
C -2.597 1.406 3.026 -0.02 -0.06 0.01 -0.1727
C -2.514 2.533 -0.875 -0.12 0.10 -0.01 -0.2161
C -2.058 3.568 2.106 -0.06 0.04 0.00 -0.2049
C -1.934 -2.447 -2.176 -0.21 0.05 -0.05 -0.3006
C -1.414 1.825 -0.440 0.11 -0.05 0.14 0.1917
C -0.695 1.501 -2.621 0.06 -0.10 0.14 0.1012
C -1.755 2.228 -3.124 -0.03 0.04 -0.04 -0.2355
C 3.001 -1.529 -1.896 0.05 -0.04 -0.04 0.4193
C -0.807 -2.609 -1.161 0.44 -0.09 -0.37 0.7891
H -1.853 2.366 -4.191 0.00 -0.01 0.01 0.2472
H 3.214 -4.002 -0.686 0.02 0.04 0.07 0.2171
H 0.024 1.037 -3.281 0.02 0.00 0.02 0.2344
H 4.421 -0.411 -1.166 0.07 0.05 -0.03 0.4316
H -3.540 3.292 -2.600 0.02 0.00 0.02 0.2410
H 2.606 -1.182 3.793 0.01 0.00 0.01 0.4133
H 1.844 -4.595 -1.596 -0.06 -0.01 -0.01 0.2578
H -1.551 4.174 1.363 0.01 -0.01 0.04 0.2172
H -2.888 5.260 3.129 0.02 -0.05 0.00 0.2278
H -2.504 0.328 3.000 0.00 0.03 0.01 0.2280
H 5.024 -2.745 -0.002 0.00 0.01 0.00 0.2168
H -3.877 1.416 4.742 0.03 0.02 -0.03 0.2276
H -4.061 3.882 4.815 0.03 -0.03 -0.04 0.2275
H 3.442 -4.545 -2.370 0.01 0.03 0.00 0.2102
H 6.189 -1.860 -0.998 0.00 0.02 0.00 0.2330
H 1.548 -2.610 -2.632 -0.14 -0.02 0.02 0.4342
H 5.274 -3.176 -1.713 -0.04 -0.01 -0.05 0.2208
H -3.228 2.905 -0.154 0.01 -0.01 -0.05 0.2552
H -2.449 -3.387 -2.297 -0.07 -0.14 -0.09 0.2536
H 1.225 -0.389 4.499 0.01 0.00 0.00 0.4175
```
Forces are in eV/Å.

The charge is +1.

Entry 3:
# C18H20BF4N8O2S3SbSeSn

A molecular structure, C18H20BF4N8O2S3SbSeSn at a distorted geometry (ωB97M-V/def2-TZVPD, OMol25).

Structure (XYZ):
```
59
Properties=species:S:1:pos:R:3:forces:R:3:mulliken_spin:R:1
Sb -1.773 -2.973 -1.307 1.13 1.47 0.61 -0.0472
Sn -1.484 0.037 0.530 0.72 0.89 -0.84 0.0036
Se 3.412 0.802 -8.249 -1.55 0.10 0.98 -0.0001
S -2.797 -4.012 0.510 -0.47 -0.23 0.35 0.9153
S -3.141 -0.951 -0.974 0.04 -0.12 0.54 0.1430
S 0.063 -1.812 0.227 -1.06 0.11 -0.34 -0.0035
F -1.479 1.658 -0.965 -0.08 0.11 0.98 -0.0035
F -1.832 3.955 -0.290 -0.20 -0.16 0.05 0.0002
F -2.815 2.121 0.818 -0.16 0.27 -0.68 0.0016
F -3.519 2.771 -1.372 0.27 0.16 0.68 0.0011
O 1.064 1.096 3.550 -1.98 -0.29 0.09 0.0000
O -0.190 1.252 1.702 -0.52 -0.96 1.84 -0.0026
N 1.632 0.458 -7.997 0.65 -0.84 0.97 -0.0001
N 2.619 -1.898 3.597 0.58 -0.14 -0.72 0.0000
N 3.657 1.026 -6.498 -0.22 -0.52 0.85 0.0001
N 0.814 -3.191 4.286 -0.73 -2.26 0.18 0.0002
N 1.260 -1.144 5.259 0.50 1.81 -1.44 0.0000
N -2.306 0.075 2.692 -1.16 -1.62 -0.88 -0.0032
N 1.047 0.183 -2.561 -0.42 0.10 -0.15 -0.0004
N -1.208 0.259 -4.114 0.08 0.14 0.70 0.0041
C 2.365 0.787 -4.433 0.96 0.20 0.51 -0.0001
C -2.340 0.536 -6.181 0.71 -0.97 0.70 0.0016
C 3.321 0.947 -2.293 0.85 0.04 1.21 -0.0001
C -1.147 0.318 -6.849 0.24 -0.07 -0.11 0.0001
C -0.033 0.902 3.005 2.27 0.42 -3.09 -0.0032
C -1.546 0.503 5.025 -0.22 0.02 0.59 0.0002
C 1.553 -2.085 4.389 0.29 -0.44 -0.09 -0.0003
C 2.105 0.376 -1.811 0.86 0.50 -0.07 -0.0003
C 0.058 0.302 -6.133 0.78 0.10 0.46 -0.0003
C -0.025 0.381 -4.752 -1.55 -1.00 0.72 0.0004
C -0.457 0.424 6.140 -0.44 -1.24 -0.85 0.0000
C 3.471 1.129 -3.632 -1.17 -0.15 -0.15 0.0000
C -2.341 0.356 -4.764 0.58 0.61 -1.43 0.0020
C 0.154 -1.029 6.189 0.54 0.39 1.19 0.0000
C -1.145 0.050 3.600 -0.28 0.55 0.68 0.0050
C 1.137 0.452 -3.881 1.18 -0.09 0.43 0.0003
C 1.432 0.350 -6.680 -0.65 1.36 -2.33 0.0001
C 2.546 0.718 -5.840 0.32 0.29 -2.49 0.0000
B -2.513 2.826 -0.473 0.51 -1.63 -0.06 -0.0073
H -3.255 0.297 -4.177 0.04 0.08 -0.15 -0.0036
H -0.954 0.484 7.115 0.09 0.60 -0.27 0.0000
H 0.113 -3.500 4.995 1.11 0.94 -0.88 -0.0001
H 2.945 -2.558 2.881 -0.67 0.38 0.66 0.0000
H -2.893 0.915 2.660 0.49 0.05 0.42 0.0004
H -0.743 -0.979 3.566 -0.31 0.28 0.12 -0.0027
H 2.003 0.081 -0.767 0.09 0.14 -0.12 0.0002
H -2.949 -0.738 2.853 0.79 0.97 -0.05 -0.0010
H 1.127 -3.992 3.711 -0.13 1.06 0.45 0.0000
H -2.428 -0.073 5.369 0.48 -0.01 -0.32 0.0000
H 0.297 1.245 5.988 -0.52 -1.10 0.42 0.0000
H 1.558 -0.207 4.877 -0.28 -0.80 0.65 0.0000
H -1.924 1.530 4.961 0.19 0.00 -0.09 0.0000
H 0.679 -1.121 7.161 -0.80 -0.14 -0.12 0.0000
H -1.076 0.096 -7.911 -0.28 0.60 -0.01 0.0000
H -3.231 0.706 -6.739 -0.65 -0.11 -0.21 0.0001
H 3.168 -1.038 3.641 -0.54 -0.39 0.15 0.0000
H 4.198 1.221 -1.649 -1.23 -0.45 -0.27 0.0000
H -0.589 -1.878 6.112 0.58 1.16 -0.10 0.0000
H 4.334 1.554 -4.117 0.27 -0.17 0.11 0.0000
```
Forces are in eV/Å.

The multiplicity is 2. The charge is +1.

Entry 4:
# C18H20BrCl3GeO3RuSe

A molecular structure, C18H20BrCl3GeO3RuSe (ωB97M-V/def2-TZVPD, OMol25).

Structure (XYZ):
```
48
Properties=species:S:1:pos:R:3:forces:R:3:mulliken_spin:R:1
Ru 1.563 -1.135 2.905 -0.02 0.02 0.06 1.6859
Br -3.125 5.858 3.243 -0.01 0.03 -0.01 0.0010
Se -0.095 2.973 -1.253 0.05 0.11 -0.07 0.6831
Ge -1.098 6.041 -1.937 -0.02 -0.03 0.01 0.0740
Cl -3.912 -2.579 2.897 0.01 0.00 0.00 0.0779
Cl 3.263 -2.079 1.942 0.14 -0.09 -0.13 0.2527
Cl -0.118 -6.318 3.340 -0.01 0.02 0.00 0.0691
O 0.722 0.193 4.128 -0.12 0.22 0.06 0.0054
O 0.825 0.422 1.993 -0.11 -0.19 0.05 -0.0085
O -1.623 -0.765 2.661 -0.01 -0.01 0.00 0.3006
C -2.916 5.611 -1.409 -0.01 0.01 0.00 0.0158
C -1.304 2.357 2.075 0.01 -0.01 0.02 0.0360
C -0.488 2.061 3.170 -0.04 0.00 -0.01 -0.0327
C -1.300 -1.944 2.795 0.01 -0.02 0.00 0.0587
C -2.103 3.480 2.108 -0.04 0.03 -0.01 -0.0117
C -0.443 7.758 -1.327 -0.02 0.03 0.01 0.0246
C 0.068 4.743 -0.729 -0.02 0.05 0.01 0.1494
C -2.065 4.313 3.226 0.06 -0.07 0.00 0.0089
C 0.341 0.886 3.114 0.09 -0.03 0.03 0.0109
C -0.590 -4.700 3.134 0.04 -0.04 0.01 0.2388
C 0.087 -2.401 2.838 0.11 0.07 -0.02 0.0211
C 1.378 2.855 -2.495 -0.01 0.01 -0.02 -0.0145
C 0.436 -3.717 2.978 -0.09 -0.01 0.00 0.1291
C -1.270 4.010 4.326 -0.01 0.03 0.02 -0.0013
C -2.285 -3.018 2.933 -0.02 0.01 0.01 0.2271
C -1.922 -4.346 3.103 -0.01 -0.01 0.00 -0.0604
C -0.698 5.644 -3.793 0.01 -0.01 -0.01 0.0169
C -0.490 2.869 4.307 -0.02 -0.01 -0.03 0.0067
H 1.257 3.636 -3.243 0.00 0.00 0.00 0.0198
H 0.127 2.614 5.158 0.00 0.00 0.00 0.0005
H 0.351 5.821 -4.029 0.00 -0.01 0.01 0.0005
H 0.618 7.877 -1.543 0.00 -0.01 -0.01 -0.0007
H 2.305 2.993 -1.942 0.00 0.00 0.00 0.0193
H -2.687 -5.103 3.209 -0.01 0.00 0.00 0.0005
H -1.271 4.661 5.189 0.00 0.00 0.00 0.0000
H -3.615 6.126 -2.070 0.01 0.01 0.00 0.0007
H -0.386 4.884 0.252 0.02 -0.02 0.02 0.0079
H -0.972 4.625 -4.069 0.00 0.00 0.01 -0.0068
H -0.611 7.888 -0.259 0.00 -0.02 0.00 -0.0006
H -2.779 3.706 1.294 0.00 -0.01 0.00 -0.0009
H -3.114 5.943 -0.390 0.02 -0.02 0.01 -0.0003
H 1.345 1.874 -2.959 -0.01 0.00 0.01 0.0003
H -1.353 1.665 1.245 0.01 0.00 0.00 0.0009
H -3.116 4.542 -1.488 0.00 0.00 -0.01 -0.0022
H 1.465 -4.053 2.969 0.00 -0.01 0.00 -0.0028
H 1.093 5.106 -0.782 0.00 -0.01 -0.03 -0.0075
H -1.289 6.318 -4.415 0.00 0.00 0.01 0.0008
H -0.987 8.543 -1.855 0.00 -0.01 0.00 0.0061
```
Forces are in eV/Å.

The multiplicity is 5. The charge is +2.

Entry 5:
# C18H20BrGeN2O7SeV

A molecular structure, C18H20BrGeN2O7SeV (ωB97M-V/def2-TZVPD, OMol25).

Structure (XYZ):
```
51
Properties=species:S:1:pos:R:3:forces:R:3:mulliken_spin:R:1
Br 5.871 -1.672 -3.015 0.00 0.00 0.00 0.0006
Se 0.699 1.352 1.966 -0.07 0.04 0.03 -0.0184
Ge 1.286 -1.425 3.537 0.01 0.05 0.02 0.0012
V 0.229 0.175 -0.214 -0.09 -0.09 -0.29 1.0885
O -1.040 -1.026 -0.379 0.14 0.08 0.09 -0.0277
O -1.216 3.906 -1.267 -0.02 0.02 0.00 0.0016
O -5.910 -0.189 -4.222 -0.02 0.00 0.02 0.0011
O -1.995 4.486 -3.192 0.01 0.01 -0.01 0.0002
O -2.309 -2.353 -1.649 0.02 0.01 0.07 0.0209
O -5.843 1.931 -4.627 -0.01 0.01 0.02 0.0004
O -0.669 1.329 -1.230 0.08 -0.04 0.12 -0.0077
N -1.821 3.691 -2.302 0.01 -0.02 0.00 -0.0013
N -5.418 0.913 -4.130 0.04 -0.02 -0.07 -0.0005
C 1.900 -1.539 -1.913 0.09 -0.06 0.08 0.0200
C 2.996 0.366 -0.878 -0.03 0.03 -0.04 0.0077
C 4.202 -0.021 -1.440 0.00 0.00 0.01 -0.0045
C -1.960 -1.250 -1.377 -0.16 0.03 -0.10 -0.0101
C -0.707 2.704 1.892 -0.06 -0.01 -0.03 0.0023
C -2.419 2.357 -2.469 0.01 0.03 -0.03 0.0104
C 0.001 0.094 3.272 0.04 -0.05 -0.03 0.0033
C 3.101 -1.914 -2.487 -0.02 0.00 0.01 -0.0059
C 3.083 -0.668 3.529 -0.01 -0.02 0.00 0.0006
C 4.242 -1.155 -2.241 0.01 0.01 0.00 0.0085
C -3.571 2.260 -3.219 -0.03 0.03 0.00 -0.0041
C 0.814 -2.238 5.233 -0.01 -0.03 -0.03 0.0000
C -4.171 1.022 -3.345 0.01 -0.01 0.03 0.0059
C 1.847 -0.400 -1.101 -0.07 0.02 -0.05 -0.0965
C 1.040 -2.627 2.021 -0.07 0.02 -0.01 0.0110
C -3.647 -0.108 -2.757 -0.02 0.00 -0.02 -0.0036
C -1.837 1.232 -1.879 0.07 -0.02 0.07 -0.0056
C -2.478 -0.006 -2.015 0.08 -0.02 0.06 0.0158
H 1.019 -2.143 -2.091 -0.01 0.02 0.00 -0.0009
H 2.976 1.265 -0.270 -0.01 0.01 -0.01 -0.0008
H -0.216 -2.594 5.220 0.00 0.00 0.01 0.0000
H 3.162 0.180 4.209 0.00 0.00 0.00 -0.0001
H -0.598 3.320 2.780 -0.01 0.00 0.01 -0.0008
H -3.997 3.135 -3.689 0.00 -0.01 0.00 -0.0001
H 5.100 0.556 -1.267 0.00 -0.01 -0.01 -0.0004
H 1.181 -2.124 1.059 0.05 -0.04 0.03 -0.0099
H 3.793 -1.429 3.854 0.00 0.01 -0.01 0.0000
H 3.379 -0.345 2.529 0.00 0.01 0.00 0.0001
H -0.564 3.294 0.989 0.02 -0.03 0.02 0.0002
H 1.467 -3.088 5.428 -0.01 0.00 0.01 0.0001
H 3.159 -2.790 -3.117 0.00 0.00 0.00 -0.0003
H 1.777 -3.429 2.066 0.00 -0.01 -0.01 0.0010
H -1.676 2.214 1.875 0.00 0.00 0.00 -0.0004
H 0.045 -3.073 2.029 0.01 0.00 -0.02 -0.0006
H -0.125 0.662 4.193 0.03 0.01 0.00 -0.0010
H -4.136 -1.066 -2.871 0.00 0.00 0.00 0.0002
H -0.972 -0.252 2.925 -0.02 0.01 0.04 -0.0001
H 0.929 -1.524 6.047 0.00 0.00 0.00 0.0000
```
Forces are in eV/Å.

The multiplicity is 2. The charge is +1.

Asked for energy across the records above, the calculation gives -43584.3863, -85339.4658, -156775.6212, -257168.0562, -253883.4346 eV in order.